[1]
This record from OMol25 describes a cluster of 12 separate species, C68H124N4O20 in total at a distorted geometry. The level of theory is ωB97M-V/def2-TZVPD.

Calculated values
E = -119434.1956 eV
HOMO-LUMO gap = 0.306 hartree
SMILES = CC1(C)CCCC(C)(C)N1O.CC1(C)CCCC(C)(C)N1O.CC1(C)CCCC(C)(C)N1O.CC1(C)CCCC(C)(C)N1O.O=C1CCCO1.O=C1CCCO1.O=C1CCCO1.O=C1CCCO1.O=C1CCCO1.O=C1CCCO1.O=C1CCCO1.O=C1CCCO1

Geometry (Å):
1 C -5.906 6.584 0.187
2 C -5.042 5.757 1.144
3 C -5.205 6.319 2.557
4 C -5.723 4.379 0.995
5 C -4.886 3.238 1.583
6 C -3.514 3.211 0.920
7 C -2.787 4.578 0.913
8 C -2.118 4.740 2.302
9 C -1.712 4.527 -0.189
10 N -3.685 5.681 0.618
11 O -3.125 6.958 0.398
12 H -6.980 6.598 0.375
13 H -5.654 7.646 0.325
14 H -5.716 6.344 -0.859
15 H -4.604 5.773 3.285
16 H -4.838 7.344 2.644
17 H -6.243 6.303 2.891
18 H -6.674 4.408 1.528
19 H -5.864 4.086 -0.048
20 H -4.710 3.464 2.642
21 H -5.438 2.302 1.488
22 H -3.664 2.921 -0.125
23 H -2.935 2.456 1.454
24 H -1.508 5.648 2.255
25 H -1.369 3.947 2.390
26 H -2.802 4.770 3.141
27 H -2.102 4.819 -1.163
28 H -1.212 3.561 -0.242
29 H -0.938 5.268 0.033
30 H -3.321 7.087 -0.537
31 C 2.112 0.771 -5.711
32 C 0.653 0.654 -6.172
33 C -0.362 1.261 -5.177
34 C 0.526 1.466 -7.497
35 C 1.056 0.762 -8.724
36 C 0.404 -0.639 -8.849
37 C 0.730 -1.465 -7.599
38 C -0.171 -2.743 -7.778
39 C 2.150 -1.991 -7.541
40 N 0.231 -0.713 -6.438
41 O 0.193 -1.485 -5.257
42 H 2.315 0.063 -4.901
43 H 2.760 0.560 -6.559
44 H 2.355 1.757 -5.316
45 H -0.303 2.354 -5.198
46 H -1.378 1.032 -5.496
47 H -0.131 0.993 -4.148
48 H -0.481 1.832 -7.712
49 H 1.078 2.405 -7.362
50 H 0.663 1.300 -9.591
51 H 2.136 0.624 -8.769
52 H 0.899 -1.099 -9.710
53 H -0.646 -0.559 -9.122
54 H -1.197 -2.517 -8.060
55 H -0.266 -3.222 -6.797
56 H 0.303 -3.489 -8.411
57 H 2.240 -2.679 -6.690
58 H 2.977 -1.282 -7.478
59 H 2.471 -2.612 -8.381
60 H 1.067 -1.914 -5.210
61 C 1.876 -2.340 0.241
62 C 0.818 -2.257 -0.847
63 C 1.335 -2.937 -2.128
64 C -0.396 -3.104 -0.425
65 C -1.310 -2.482 0.647
66 C -1.766 -1.117 0.083
67 C -0.585 -0.205 -0.326
68 C -1.178 0.876 -1.241
69 C 0.053 0.487 0.867
70 N 0.414 -0.897 -1.171
71 O 1.543 -0.102 -1.432
72 H 2.153 -3.364 0.503
73 H 2.770 -1.823 -0.117
74 H 1.660 -1.876 1.205
75 H 1.741 -3.915 -1.867
76 H 0.477 -3.030 -2.795
77 H 2.109 -2.340 -2.612
78 H -1.096 -3.338 -1.233
79 H -0.067 -4.101 -0.117
80 H -2.226 -3.076 0.714
81 H -0.887 -2.345 1.644
82 H -2.371 -0.605 0.837
83 H -2.485 -1.326 -0.712
84 H -0.395 1.499 -1.671
85 H -1.973 1.458 -0.784
86 H -1.602 0.336 -2.095
87 H -0.650 1.073 1.464
88 H 0.894 1.116 0.569
89 H 0.471 -0.189 1.623
90 H 1.291 0.431 -2.196
91 C -0.677 3.822 5.365
92 C -0.851 2.431 5.962
93 C 0.406 2.185 6.848
94 C -2.058 2.480 6.916
95 C -2.514 1.085 7.328
96 C -2.799 0.180 6.133
97 C -1.610 0.108 5.157
98 C -0.565 -0.852 5.707
99 C -2.156 -0.397 3.818
100 N -1.033 1.451 4.889
101 O 0.095 1.404 4.059
102 H -0.387 4.630 6.036
103 H 0.019 3.810 4.525
104 H -1.647 4.111 4.953
105 H 1.293 2.093 6.208
106 H 0.665 2.987 7.541
107 H 0.441 1.293 7.480
108 H -1.817 3.120 7.759
109 H -2.890 2.843 6.300
110 H -1.831 0.680 8.083
111 H -3.460 1.219 7.864
112 H -3.644 0.702 5.675
113 H -3.116 -0.801 6.482
114 H -0.273 -0.600 6.729
115 H 0.354 -0.829 5.123
116 H -1.002 -1.849 5.804
117 H -2.909 0.244 3.354
118 H -2.518 -1.425 3.894
119 H -1.372 -0.375 3.057
120 H 0.816 1.054 4.613
121 O 1.562 -6.866 1.741
122 C 0.917 -5.941 2.147
123 C -0.565 -5.749 2.398
124 C -0.590 -4.693 3.502
125 C 0.773 -4.019 3.419
126 O 1.583 -4.862 2.611
127 H -1.138 -5.381 1.546
128 H -1.027 -6.675 2.734
129 H -1.432 -4.003 3.485
130 H -0.691 -5.214 4.457
131 H 0.781 -2.971 3.114
132 H 1.255 -3.989 4.401
133 O 4.215 2.264 4.666
134 C 3.914 1.260 4.089
135 C 4.517 0.759 2.784
136 C 3.624 -0.456 2.533
137 C 3.034 -0.844 3.868
138 O 2.953 0.425 4.550
139 H 4.406 1.489 1.984
140 H 5.584 0.590 2.927
141 H 2.871 -0.127 1.818
142 H 4.150 -1.299 2.079
143 H 2.020 -1.205 3.668
144 H 3.453 -1.629 4.498
145 O 4.798 -4.360 0.166
146 C 4.776 -4.799 1.280
147 C 4.903 -6.257 1.651
148 C 4.660 -6.268 3.169
149 C 4.797 -4.789 3.597
150 O 4.640 -4.043 2.388
151 H 4.133 -6.835 1.153
152 H 5.944 -6.523 1.470
153 H 3.635 -6.564 3.382
154 H 5.365 -6.866 3.743
155 H 4.021 -4.473 4.292
156 H 5.784 -4.551 3.997
157 O 1.588 2.410 -2.860
158 C 2.242 3.405 -2.936
159 C 1.929 4.876 -3.063
160 C 3.119 5.336 -3.891
161 C 4.238 4.520 -3.229
162 O 3.595 3.265 -2.941
163 H 0.955 5.188 -3.422
164 H 2.089 5.250 -2.046
165 H 3.123 5.121 -4.961
166 H 3.360 6.396 -3.798
167 H 5.033 4.304 -3.936
168 H 4.531 5.101 -2.354
169 O -4.809 -7.602 -2.854
170 C -4.911 -7.187 -1.741
171 C -6.014 -7.387 -0.756
172 C -5.759 -6.293 0.304
173 C -4.293 -5.858 0.063
174 O -3.950 -6.382 -1.227
175 H -6.991 -7.206 -1.195
176 H -5.918 -8.419 -0.418
177 H -6.390 -5.436 0.079
178 H -5.936 -6.665 1.309
179 H -4.244 -4.773 0.031
180 H -3.716 -6.258 0.897
181 O 6.354 2.451 -0.995
182 C 6.034 1.426 -1.521
183 C 4.792 0.636 -1.205
184 C 4.942 -0.620 -2.103
185 C 5.925 -0.152 -3.165
186 O 6.692 0.910 -2.580
187 H 4.665 0.318 -0.173
188 H 3.922 1.225 -1.494
189 H 5.359 -1.489 -1.588
190 H 3.934 -0.891 -2.415
191 H 6.534 -0.945 -3.581
192 H 5.260 0.339 -3.887
193 O 4.799 3.742 1.069
194 C 3.683 3.962 1.449
195 C 3.232 4.499 2.781
196 C 1.847 3.855 2.875
197 C 1.392 3.859 1.389
198 O 2.625 3.797 0.629
199 H 3.909 4.329 3.615
200 H 3.179 5.592 2.745
201 H 1.965 2.845 3.262
202 H 1.118 4.448 3.425
203 H 0.675 3.036 1.360
204 H 0.891 4.778 1.094
205 O -5.301 -3.340 -2.092
206 C -4.326 -3.198 -2.776
207 C -3.765 -4.196 -3.782
208 C -2.328 -3.747 -3.837
209 C -2.466 -2.234 -3.736
210 O -3.546 -2.096 -2.771
211 H -3.932 -5.222 -3.470
212 H -4.270 -4.017 -4.736
213 H -1.839 -4.022 -2.900
214 H -1.808 -4.015 -4.756
215 H -1.573 -1.754 -3.344
216 H -2.759 -1.796 -4.692

[2]
This record from OMol25 describes a cluster of 10 separate species, C68H137Br3N9O9 in total at a distorted geometry. The level of theory is ωB97M-V/def2-TZVPD.

Calculated values
E = -314683.3438 eV
HOMO-LUMO gap (spin up / spin down) = 0.312 / 0.323 hartree
Expectation value of S² = 15.79
Multiplicity = 8

Geometry (Å):
1 C -3.754 -1.969 3.633
2 Br -4.265 -0.441 4.812
3 Br -5.226 -2.510 2.448
4 Br -3.027 -3.449 4.708
5 H -2.943 -1.624 2.992
6 C 4.065 2.738 -0.581
7 C 4.608 4.003 0.099
8 C 4.513 3.881 1.657
9 C 5.560 2.844 2.104
10 C 6.896 3.185 1.758
11 C 7.053 3.385 0.230
12 N 5.974 4.303 -0.328
13 O 6.199 4.551 -1.732
14 C 8.541 3.933 0.020
15 C 7.134 2.014 -0.389
16 C 3.682 5.163 -0.228
17 H 3.021 2.898 -0.850
18 H 4.114 1.811 -0.009
19 H 4.580 2.497 -1.511
20 H 4.712 4.778 2.243
21 H 3.560 3.488 2.013
22 H 5.337 1.825 1.787
23 H 5.606 2.667 3.179
24 H 7.468 2.327 2.114
25 H 7.283 4.033 2.322
26 H 9.279 3.201 0.348
27 H 8.750 4.135 -1.031
28 H 8.709 4.926 0.438
29 H 7.772 1.285 0.111
30 H 6.142 1.565 -0.437
31 H 7.373 2.063 -1.451
32 H 4.167 6.124 -0.057
33 H 2.750 5.237 0.333
34 H 3.458 5.232 -1.292
35 C 0.404 -2.495 6.398
36 C 0.708 -1.006 5.974
37 C -0.504 -0.056 6.244
38 C -0.695 0.480 7.627
39 C 0.636 1.188 8.037
40 C 1.839 0.246 7.915
41 N 1.898 -0.322 6.546
42 O 3.155 -0.961 6.107
43 C 2.948 1.238 8.032
44 C 1.931 -0.763 9.058
45 C 0.727 -1.204 4.388
46 H 0.049 -2.667 7.414
47 H 1.283 -3.139 6.424
48 H -0.148 -3.043 5.634
49 H -0.548 0.821 5.598
50 H -1.444 -0.594 6.123
51 H -0.854 -0.411 8.235
52 H -1.583 1.088 7.802
53 H 0.445 1.501 9.064
54 H 0.762 2.104 7.460
55 H 2.847 1.754 8.987
56 H 3.897 0.707 7.955
57 H 3.116 2.037 7.309
58 H 2.877 -0.671 9.592
59 H 1.131 -0.626 9.785
60 H 1.988 -1.809 8.757
61 H 1.385 -1.997 4.032
62 H 1.092 -0.281 3.937
63 H -0.275 -1.290 3.969
64 C -5.140 -1.225 -4.184
65 C -5.111 -0.328 -2.956
66 C -4.438 0.979 -3.296
67 C -5.313 2.149 -3.709
68 C -6.741 2.145 -3.130
69 C -7.427 0.835 -3.140
70 N -6.476 -0.042 -2.365
71 O -7.194 -1.285 -1.927
72 C -8.819 1.088 -2.516
73 C -7.778 0.402 -4.566
74 C -4.230 -1.067 -1.858
75 H -4.179 -1.626 -4.503
76 H -5.520 -0.744 -5.086
77 H -5.717 -2.120 -3.952
78 H -3.613 1.308 -2.664
79 H -4.012 0.765 -4.276
80 H -5.361 2.163 -4.798
81 H -4.750 3.076 -3.608
82 H -7.353 2.828 -3.719
83 H -6.696 2.539 -2.115
84 H -9.385 0.163 -2.404
85 H -8.652 1.563 -1.550
86 H -9.459 1.817 -3.013
87 H -8.711 0.886 -4.856
88 H -7.126 0.603 -5.417
89 H -8.006 -0.663 -4.585
90 H -3.209 -1.352 -2.114
91 H -4.773 -1.975 -1.596
92 H -4.077 -0.462 -0.964
93 C 3.542 -2.029 1.165
94 C 4.239 -2.420 -0.216
95 C 4.543 -1.086 -0.894
96 C 5.594 -1.017 -2.025
97 C 6.853 -1.614 -1.378
98 C 6.700 -3.066 -0.763
99 N 5.528 -3.126 0.125
100 O 5.373 -4.404 0.824
101 C 6.724 -4.129 -1.827
102 C 8.024 -3.246 0.060
103 C 3.340 -3.237 -1.196
104 H 4.124 -1.384 1.823
105 H 3.359 -2.864 1.841
106 H 2.641 -1.519 0.824
107 H 3.641 -0.646 -1.321
108 H 4.942 -0.489 -0.074
109 H 5.794 -0.023 -2.427
110 H 5.323 -1.596 -2.908
111 H 7.312 -0.981 -0.618
112 H 7.576 -1.624 -2.193
113 H 5.784 -4.248 -2.366
114 H 7.554 -4.099 -2.533
115 H 6.692 -5.104 -1.341
116 H 8.871 -3.243 -0.627
117 H 8.203 -2.432 0.763
118 H 8.100 -4.152 0.660
119 H 2.475 -2.625 -1.451
120 H 2.974 -4.084 -0.615
121 H 3.923 -3.530 -2.069
122 C -8.962 3.105 0.955
123 C -7.557 2.803 1.578
124 C -7.208 1.322 1.145
125 C -5.681 0.889 1.316
126 C -4.818 1.853 0.478
127 C -5.024 3.321 0.912
128 N -6.494 3.737 1.032
129 O -6.622 5.170 1.405
130 C -4.087 3.649 2.103
131 C -4.455 4.081 -0.273
132 C -7.681 2.718 3.097
133 H -9.725 2.370 1.210
134 H -8.878 3.204 -0.127
135 H -9.206 4.102 1.323
136 H -7.775 0.606 1.741
137 H -7.565 1.134 0.133
138 H -5.589 -0.119 0.913
139 H -5.473 0.839 2.385
140 H -5.171 1.706 -0.543
141 H -3.790 1.501 0.571
142 H -3.078 3.276 1.930
143 H -3.973 4.700 2.368
144 H -4.476 3.098 2.960
145 H -4.775 5.121 -0.197
146 H -3.372 4.146 -0.173
147 H -4.597 3.668 -1.272
148 H -8.476 2.042 3.413
149 H -7.915 3.677 3.558
150 H -6.757 2.323 3.520
151 C 1.127 -5.596 -2.670
152 C 0.164 -5.782 -1.505
153 C 0.988 -6.618 -0.486
154 C 0.606 -6.581 0.956
155 C 0.353 -5.154 1.425
156 C -0.655 -4.287 0.525
157 N -0.372 -4.471 -0.905
158 O -0.856 -3.484 -1.905
159 C -2.129 -4.657 0.799
160 C -0.479 -2.784 1.028
161 C -1.017 -6.604 -1.783
162 H 1.704 -4.672 -2.705
163 H 0.610 -5.645 -3.628
164 H 1.947 -6.315 -2.674
165 H 0.905 -7.667 -0.771
166 H 2.035 -6.324 -0.405
167 H 1.486 -7.055 1.392
168 H -0.294 -7.123 1.245
169 H 1.293 -4.601 1.431
170 H -0.068 -5.104 2.429
171 H -2.731 -4.211 0.007
172 H -2.255 -5.701 1.083
173 H -2.465 -4.289 1.769
174 H -1.091 -2.116 0.422
175 H -0.880 -2.726 2.040
176 H 0.495 -2.345 0.813
177 H -0.799 -7.355 -2.542
178 H -1.798 -6.057 -2.312
179 H -1.411 -7.173 -0.941
180 C 1.837 2.503 -4.255
181 C 2.223 1.046 -4.640
182 C 2.369 0.190 -3.329
183 C 1.048 -0.317 -2.725
184 C 0.338 -1.105 -3.811
185 C 0.135 -0.454 -5.185
186 N 1.304 0.322 -5.588
187 O 1.324 0.731 -6.973
188 C -0.337 -1.528 -6.156
189 C -1.118 0.558 -4.908
190 C 3.657 1.079 -5.178
191 H 0.950 2.613 -3.631
192 H 1.705 3.221 -5.065
193 H 2.637 2.926 -3.647
194 H 2.904 -0.707 -3.641
195 H 2.741 0.675 -2.427
196 H 0.510 0.572 -2.396
197 H 1.215 -0.868 -1.800
198 H -0.628 -1.372 -3.381
199 H 1.066 -1.915 -3.858
200 H 0.362 -2.041 -6.817
201 H -1.025 -2.242 -5.704
202 H -0.882 -0.886 -6.847
203 H -2.042 -0.011 -4.806
204 H -0.834 1.095 -4.003
205 H -1.237 1.372 -5.623
206 H 3.970 0.137 -5.628
207 H 4.421 1.303 -4.434
208 H 3.703 1.720 -6.059
209 O -1.793 3.216 -2.043
210 C -0.942 4.058 -2.237
211 N -0.800 4.619 -3.470
212 C 0.149 4.538 -1.232
213 H -1.539 4.364 -4.109
214 H -0.008 5.228 -3.614
215 H 0.373 3.677 -0.602
216 H -0.261 5.383 -0.678
217 H 1.104 4.896 -1.616
218 O -1.576 0.497 1.681
219 C -0.774 0.577 0.798
220 N -1.205 0.428 -0.464
221 C 0.717 0.757 1.011
222 H -0.655 0.613 -1.291
223 H -2.204 0.278 -0.465
224 H 1.041 0.771 2.051
225 H 0.935 1.666 0.450
226 H 1.249 -0.057 0.520